No. 1
The following is a quantum chemistry calculation of a 5-piece molecular cluster, C30H37F33INO9S overall at a distorted geometry, from the OMol25 dataset.

```
112
Properties=species:S:1:pos:R:3
C -4.38 1.71 1.54
C -4.47 0.71 0.41
O -3.38 -0.21 0.41
C -2.40 0.13 -0.55
C -1.33 -0.95 -0.49
O -0.07 -0.59 -1.03
C -0.07 0.00 -2.31
C 0.09 1.52 -2.28
O 1.19 1.92 -1.49
C 0.92 2.05 -0.13
N 0.93 3.47 0.36
C 0.20 3.44 1.67
C 0.88 2.53 2.71
C -0.03 1.37 3.15
I -1.29 1.99 4.78
S 0.09 4.51 -0.61
O 0.59 4.56 -1.93
O 0.01 5.75 0.08
F -1.37 3.92 -0.63
H -5.36 2.16 1.69
H -4.08 1.23 2.47
H -3.70 2.53 1.31
H -5.39 0.13 0.49
H -4.54 1.25 -0.54
H -2.01 1.12 -0.31
H -2.84 0.18 -1.55
H -1.15 -1.15 0.57
H -1.72 -1.88 -0.92
H 0.79 -0.41 -2.84
H -0.94 -0.27 -2.91
H 0.30 1.84 -3.30
H -0.85 1.99 -1.99
H 1.65 1.45 0.40
H -0.07 1.64 0.08
H -0.83 3.10 1.53
H 0.14 4.44 2.08
H 1.08 3.12 3.59
H 1.84 2.12 2.39
H -0.69 1.04 2.34
H 0.53 0.51 3.48
C 1.19 -5.00 -1.92
C -0.15 -4.90 -1.17
C -0.17 -4.19 0.19
F 0.63 -4.78 1.10
F -1.43 -4.20 0.68
F -0.69 -6.13 -1.05
F -0.98 -4.17 -1.97
O 1.91 -6.21 -1.77
C 2.76 -6.42 -0.72
C 2.30 -7.56 0.19
F 1.06 -7.34 0.66
F 3.15 -7.65 1.24
F 2.99 -5.29 -0.04
F 3.95 -6.81 -1.25
H 0.92 -4.96 -2.96
H 1.82 -4.13 -1.74
H 0.14 -3.14 0.07
H 2.30 -8.50 -0.37
C -8.62 5.30 2.74
C -7.94 3.92 2.74
C -8.66 2.76 2.05
F -9.85 2.50 2.61
F -7.89 1.65 2.16
F -7.61 3.58 4.01
F -6.77 4.09 2.05
O -9.34 5.70 3.90
C -10.66 5.37 4.10
C -10.85 4.47 5.32
F -10.11 3.34 5.22
F -12.15 4.12 5.41
F -11.21 4.84 2.99
F -11.32 6.52 4.36
H -7.79 6.01 2.71
H -9.20 5.46 1.83
H -8.80 2.98 0.99
H -10.55 5.00 6.23
C 4.51 -6.30 -4.74
C 3.10 -6.19 -5.35
C 2.50 -7.42 -6.01
F 3.23 -7.85 -7.06
F 1.26 -7.11 -6.47
F 3.06 -5.13 -6.19
F 2.27 -5.89 -4.31
O 5.62 -5.84 -5.50
C 6.26 -6.62 -6.42
C 6.13 -6.06 -7.84
F 4.84 -5.93 -8.20
F 6.72 -6.92 -8.70
F 5.87 -7.91 -6.34
F 7.58 -6.59 -6.11
H 4.49 -5.63 -3.88
H 4.69 -7.30 -4.33
H 2.40 -8.24 -5.29
H 6.62 -5.09 -7.91
C 7.04 5.29 2.88
C 6.52 4.73 4.21
C 6.67 3.23 4.47
F 6.00 2.49 3.57
F 6.16 2.95 5.69
F 5.24 5.11 4.39
F 7.26 5.34 5.18
O 6.12 5.51 1.83
C 5.75 4.53 0.94
C 4.27 4.17 1.05
F 3.94 3.80 2.31
F 3.98 3.15 0.23
F 6.54 3.44 1.06
F 5.94 5.02 -0.30
H 7.39 6.29 3.13
H 7.92 4.75 2.53
H 7.72 2.94 4.46
H 3.65 5.03 0.78
```

Values from the calculation:
Gap between HOMO and LUMO   9.946 eV
Total charge   0
SMILES   CCOCCOCCOCN(CCCI)S(=O)(=O)F.FC(F)C(F)(F)COC(F)(F)C(F)F.FC(F)C(F)(F)COC(F)(F)C(F)F.FC(F)C(F)(F)COC(F)(F)C(F)F.FC(F)C(F)(F)COC(F)(F)C(F)F
Calculated total energy   -5888.6566 hartree

No. 2
The following is a quantum chemistry calculation of C31H44BF2N3O10PS3 as an isolated structure at a distorted geometry, from the OMol25 dataset.

```
95
Properties=species:S:1:pos:R:3
C 1.19 -5.46 1.06
C 0.93 -5.47 -0.45
C 2.07 -4.77 -1.23
C 1.52 -3.93 -2.37
C 2.50 -2.95 -3.02
C 3.16 -1.93 -2.09
C 2.20 -0.89 -1.58
C 1.35 -1.25 -0.54
C 0.41 -0.36 -0.06
C 0.32 0.93 -0.55
C 1.20 1.31 -1.57
C 1.18 2.72 -2.12
C 2.32 3.57 -1.48
O 2.98 2.87 -0.43
C 4.32 3.04 -0.35
O 5.05 2.11 -0.21
C 4.87 4.44 -0.35
C 5.42 4.76 1.04
C 2.12 0.40 -2.11
B 3.06 0.76 -3.32
O 4.03 1.71 -3.30
O 2.90 0.06 -4.52
C 1.57 0.03 -5.02
N -0.62 1.91 -0.10
O -1.70 2.12 -1.00
C -2.41 0.92 -1.36
C -3.84 1.32 -1.78
C -4.28 2.71 -1.32
C -3.90 3.80 -2.33
C -1.09 1.78 1.23
C -1.56 2.95 1.83
C -2.08 2.96 3.12
P -2.73 4.48 3.93
C -4.38 3.93 4.56
C -3.21 5.61 2.55
C -2.08 1.77 3.83
O -2.55 1.71 5.17
C -1.65 2.03 6.04
N -0.86 2.03 6.86
C -1.63 0.60 3.26
C -1.16 0.60 1.95
S -0.65 -0.93 1.25
H 0.54 -6.19 1.53
H 0.95 -4.49 1.48
H 2.23 -5.70 1.28
H 0.00 -4.96 -0.64
H 0.83 -6.51 -0.77
H 2.63 -4.19 -0.50
H 2.74 -5.53 -1.62
H 0.61 -3.41 -2.06
H 1.20 -4.62 -3.14
H 1.94 -2.40 -3.79
H 3.25 -3.52 -3.55
H 4.01 -1.50 -2.62
H 3.58 -2.44 -1.22
H 1.41 -2.25 -0.13
H 0.26 3.21 -1.86
H 1.26 2.71 -3.20
H 1.89 4.48 -1.05
H 3.00 3.87 -2.27
H 4.11 5.16 -0.65
H 5.69 4.51 -1.06
H 6.10 5.61 1.01
H 6.00 3.92 1.41
H 4.63 4.95 1.76
H 4.52 1.65 -4.14
H 1.07 0.99 -4.91
H 0.97 -0.74 -4.54
H 1.58 -0.19 -6.08
H -2.42 0.19 -0.57
H -1.91 0.51 -2.24
H -4.55 0.59 -1.39
H -3.93 1.28 -2.86
H -3.93 2.95 -0.32
H -5.36 2.69 -1.26
H -4.75 4.11 -2.93
H -3.54 4.70 -1.83
H -3.09 3.49 -2.98
H -1.53 3.87 1.26
H -4.32 3.65 5.61
H -4.72 3.05 4.02
H -5.11 4.71 4.40
H -4.30 5.66 2.50
H -2.88 5.21 1.60
H -2.85 6.62 2.72
H -1.63 -0.33 3.80
N -3.09 -8.67 3.52
S -2.55 -8.21 2.10
O -2.19 -9.26 1.20
O -1.73 -7.04 2.10
F -3.93 -7.69 1.51
S -2.01 -9.35 4.45
O -2.62 -10.02 5.55
O -0.84 -8.58 4.71
F -1.47 -10.56 3.56
```

Values from the calculation:
Gap between HOMO and LUMO   8.009 eV
Total charge   -1
Calculated total energy   -3884.9088 hartree

No. 3
The following is a quantum chemistry calculation of one molecule with the formula C6H6O at a distorted geometry, from the OMol25 dataset.

```
13
Properties=species:S:1:pos:R:3
O 0.19 0.25 1.94
C 0.65 -1.03 0.03
C -0.65 -0.89 -0.73
C -1.26 0.44 -0.72
C -1.75 1.55 -0.71
C 1.07 -0.03 0.92
C 2.11 0.62 0.48
H -0.48 0.82 1.54
H 1.04 -2.04 0.10
H -1.38 -1.62 -0.34
H -0.46 -1.20 -1.76
H -2.17 2.53 -0.72
H 3.02 0.64 -0.09
```

Values from the calculation:
Gap between HOMO and LUMO (alpha / beta)   8.421 / 8.802 eV
Total charge   0
Calculated total energy   -307.2223 hartree
Energy above the lowest of the compared OMol25 structures with the same formula, charge and spin   633.0 kJ/mol

No. 4
The following is a quantum chemistry calculation of an isolated ion of composition C2H9N3 and charge +2 at a distorted geometry, from the OMol25 dataset.

```
14
Properties=species:S:1:pos:R:3
C -0.08 1.10 0.26
C -1.46 -0.77 0.10
N -1.21 0.39 -0.34
N 1.14 0.38 -0.16
N 1.14 -1.03 -0.06
H -0.14 2.16 0.08
H -0.35 0.98 1.39
H -1.25 -1.19 1.10
H -2.35 -1.26 -0.54
H -1.90 0.75 -0.98
H 1.33 0.39 -1.23
H 2.00 0.87 0.22
H 1.51 -1.22 0.86
H 1.63 -1.54 -0.70
```

Values from the calculation:
Gap between HOMO and LUMO   11.492 eV
Total charge   +2
SMILES   C=[NH+]C[NH2+]N
Calculated total energy   -245.0765 hartree
Energy above the lowest of the compared OMol25 structures with the same formula, charge and spin   343.8 kJ/mol

No. 5
The following is a quantum chemistry calculation of C22H45N2O2P3ReS as an isolated structure at a distorted geometry, from the OMol25 dataset.

```
76
Properties=species:S:1:pos:R:3
P -1.51 3.43 -0.85
C -2.67 3.41 0.57
H -3.21 4.36 0.63
H -2.10 3.22 1.48
H -3.37 2.57 0.42
C -1.41 5.16 -1.46
H -1.18 5.12 -2.54
H -0.57 5.66 -0.95
H -2.35 5.68 -1.28
C -2.68 2.72 -2.12
H -3.42 3.48 -2.41
H -3.20 1.83 -1.71
H -2.11 2.38 -3.00
P -1.07 -4.63 -2.10
C -1.85 -5.18 -0.57
H -2.24 -6.19 -0.75
H -2.65 -4.45 -0.35
H -1.11 -5.13 0.24
C -2.41 -4.91 -3.30
H -2.07 -4.64 -4.32
H -3.22 -4.21 -3.03
H -2.73 -5.96 -3.23
C 0.27 -5.85 -2.35
H -0.16 -6.86 -2.31
H 1.01 -5.68 -1.54
H 0.79 -5.65 -3.30
P 3.30 1.40 0.87
C 3.39 0.30 2.38
H 4.42 0.22 2.74
H 3.03 -0.69 2.08
H 2.75 0.69 3.17
C 4.68 0.57 -0.03
H 5.58 0.48 0.60
H 4.90 1.15 -0.93
H 4.35 -0.43 -0.34
C 4.16 2.92 1.61
H 5.02 2.65 2.24
H 3.44 3.45 2.23
H 4.47 3.61 0.82
Re 0.58 -0.71 -2.78
C -1.33 -0.74 -2.17
O -2.41 -0.82 -1.73
C 0.82 -2.00 -1.05
O 0.77 -2.66 -0.08
C 2.12 -1.32 -4.07
C 2.33 0.02 -3.65
C 1.29 0.95 -3.82
C 0.06 0.53 -4.39
C -0.16 -0.84 -4.72
C 0.89 -1.76 -4.56
H 2.89 -2.07 -3.93
H 3.23 0.28 -3.12
H 1.39 1.98 -3.46
H -0.77 1.21 -4.50
H -1.11 -1.22 -5.08
H 0.70 -2.81 -4.83
C -1.55 -1.12 2.47
N -1.36 -0.14 3.54
C -2.57 0.07 4.35
C -0.57 0.95 3.31
S 0.06 1.32 1.79
N -0.33 1.75 4.41
C 0.00 1.08 5.68
C 0.37 3.01 4.22
H -2.00 -2.02 2.91
H -0.58 -1.36 2.03
H -2.22 -0.75 1.68
H -2.37 0.85 5.09
H -3.42 0.38 3.71
H -2.83 -0.87 4.84
H 1.06 0.78 5.72
H -0.18 1.80 6.48
H -0.64 0.21 5.80
H 1.43 2.86 3.95
H -0.12 3.58 3.42
H 0.32 3.57 5.16
```

Values from the calculation:
Gap between HOMO and LUMO (alpha / beta)   5.856 / 4.438 eV
Total charge   +4
Calculated total energy   -2624.1579 hartree
2S+1   4

No. 6
The following is a quantum chemistry calculation of C26H23Br2CrNO2S as an isolated structure at a distorted geometry, from the OMol25 dataset.

```
56
Properties=species:S:1:pos:R:3
Cr -7.11 -8.15 13.96
C -7.42 -5.69 11.48
C -6.04 -6.22 11.67
C -4.98 -5.77 10.83
C -3.68 -6.05 11.05
C -3.33 -6.83 12.19
C -2.08 -7.17 12.64
Br -0.47 -6.69 11.84
C -1.90 -7.93 13.77
C -2.98 -8.41 14.47
Br -2.68 -9.17 16.12
C -4.32 -8.11 14.15
O -5.38 -8.40 14.81
C -4.46 -7.30 12.98
N -5.75 -6.94 12.72
H -7.96 -5.78 10.44
H -7.43 -4.64 11.70
H -8.22 -6.13 12.11
H -5.22 -5.09 10.01
H -2.92 -5.62 10.35
H -0.90 -8.23 14.02
S -8.99 -8.58 12.55
C -8.23 -9.91 11.72
C -8.45 -11.25 11.97
C -7.91 -12.29 11.21
C -7.05 -11.95 10.22
C -6.94 -10.65 9.83
C -7.49 -9.62 10.60
H -8.97 -11.53 12.85
H -8.00 -13.31 11.55
H -6.49 -12.70 9.63
H -6.41 -10.42 8.91
H -7.42 -8.57 10.27
C -12.84 -4.38 14.52
C -11.95 -5.47 14.85
C -10.60 -5.22 15.22
C -9.73 -6.25 15.57
C -8.31 -5.89 16.04
C -10.20 -7.55 15.49
C -9.35 -8.68 15.90
O -8.18 -8.92 15.59
C -11.47 -7.87 15.07
C -12.01 -9.26 15.08
C -12.31 -6.82 14.73
H -12.26 -3.61 13.82
H -13.30 -3.84 15.33
H -13.73 -4.85 13.96
H -10.26 -4.22 15.01
H -8.27 -4.93 16.56
H -7.67 -5.94 15.16
H -8.04 -6.72 16.78
H -9.96 -9.47 16.47
H -11.87 -9.90 15.96
H -11.60 -9.80 14.26
H -13.06 -9.25 14.97
H -13.38 -7.01 14.45
```

Values from the calculation:
Gap between HOMO and LUMO (alpha / beta)   6.944 / 7.142 eV
Total charge   0
Calculated total energy   -7800.5138 hartree
Energy above the lowest of the compared OMol25 structures with the same formula, charge and spin   0.0 kJ/mol
2S+1   5

No. 7
The following is a quantum chemistry calculation of CH3I2NS2 as an isolated structure at a distorted geometry, from the OMol25 dataset.

```
9
Properties=species:S:1:pos:R:3
C -0.29 -1.07 -0.93
N 0.07 0.27 -1.10
S -2.39 2.51 2.20
S 1.07 1.14 -0.37
I -0.26 1.62 2.46
I 3.00 -0.17 0.39
H -0.81 -1.42 -1.83
H 0.59 -1.70 -0.75
H -0.97 -1.17 -0.07
```

Values from the calculation:
Gap between HOMO and LUMO (alpha / beta)   7.078 / 6.140 eV
Total charge   0
Calculated total energy   -1486.3250 hartree
Energy above the lowest of the compared OMol25 structures with the same formula, charge and spin   0.0 kJ/mol
2S+1   3

No. 8
The following is a quantum chemistry calculation of a 5-piece molecular cluster, H8IO4 overall at a distorted geometry, from the OMol25 dataset.

```
13
Properties=species:S:1:pos:R:3
I 1.94 -0.52 -0.33
O -0.44 2.46 -1.10
H -1.37 2.19 -1.08
H 0.10 1.63 -1.13
O -1.45 -1.05 0.12
H -2.14 -0.86 -0.54
H -0.66 -1.00 -0.42
O 1.24 2.18 1.84
H 1.60 1.61 1.17
H 0.88 2.95 1.36
O 0.13 -3.51 -0.17
H -0.57 -3.30 0.47
H 0.75 -2.76 -0.19
```

Values from the calculation:
Gap between HOMO and LUMO   7.881 eV
Total charge   -1
Calculated total energy   -603.5654 hartree
Energy above the lowest of the compared OMol25 structures with the same formula, charge and spin   39.7 kJ/mol

No. 9
The following is a quantum chemistry calculation of one molecule with the formula C2HN5 at a distorted geometry, from the OMol25 dataset.

```
8
Properties=species:S:1:pos:R:3
C -1.60 -0.14 -0.42
C -0.21 0.07 -0.20
H 2.04 1.43 1.03
N -2.72 -0.57 -0.23
N 0.52 -0.91 -0.40
N 1.74 -0.47 -0.09
N 1.47 0.72 0.67
N 0.24 1.10 0.44
```

Values from the calculation:
Gap between HOMO and LUMO   10.717 eV
Total charge   0
SMILES   N#Cc1nn[nH]n1
Calculated total energy   -350.4830 hartree
Energy above the lowest of the compared OMol25 structures with the same formula, charge and spin   118.9 kJ/mol

No. 10
The following is a quantum chemistry calculation of one molecule with the formula C5H11N, from the OMol25 dataset.

```
17
Properties=species:S:1:pos:R:3
C -0.68 -2.08 -0.54
C -1.29 -0.68 -0.49
C -0.48 0.34 0.28
C 0.71 0.02 1.12
N 0.86 0.64 -0.19
C 1.24 2.04 -0.18
H 0.34 -2.05 -0.93
H -0.66 -2.53 0.45
H -1.27 -2.73 -1.20
H -1.42 -0.30 -1.51
H -2.29 -0.74 -0.04
H -1.05 1.20 0.62
H 1.08 -1.00 1.20
H 0.88 0.64 2.00
H 0.89 2.51 -1.11
H 2.33 2.13 -0.14
H 0.81 2.60 0.67
```

Values from the calculation:
Gap between HOMO and LUMO   10.352 eV
Total charge   0
SMILES   CC[C@H]1CN1C
Calculated total energy   -251.8185 hartree
Energy above the lowest of the compared OMol25 structures with the same formula, charge and spin   115.7 kJ/mol

No. 11
The following is a quantum chemistry calculation of one molecule with the formula C3H7NO at a distorted geometry, from the OMol25 dataset.

```
12
Properties=species:S:1:pos:R:3
C -0.16 1.07 -0.03
C 1.14 0.42 0.18
C 1.47 -0.80 -0.24
H -1.17 -1.36 0.30
H -2.69 -0.80 -0.15
H -0.16 2.00 -0.61
H -0.58 1.33 0.95
H 1.93 1.08 0.58
H 2.45 -1.18 -0.07
H 0.77 -1.51 -0.65
N -1.81 -0.57 0.36
O -1.19 0.32 -0.62
```

Values from the calculation:
Gap between HOMO and LUMO   10.598 eV
Total charge   0
SMILES   C=CCON
Calculated total energy   -248.3973 hartree
Energy above the lowest of the compared OMol25 structures with the same formula, charge and spin   339.1 kJ/mol